# 1
Density functional theory data (wB97M-V/def2-TZVPD) for a molecular structure, CrH44O22.

HOMO level (alpha / beta): -18.23 / -18.23 eV
total energy: -74160.425 eV
energy relative to the best compared isomer or geometry (same formula, charge and spin): 62.4 kJ/mol
net charge: +3
frontier orbital gap (alpha / beta): 8.1 / 9.7 eV
maximum force: 3.59 eV Å⁻¹
multiplicity: 4

CARTESIAN COORDINATES (ANGSTROEM)
Cr  0.023  0.084  -0.072
O  -0.086  -0.898  1.755
H  0.638  -1.375  2.161
H  -0.801  -0.962  2.389
O  0.941  2.857  -2.091
H  1.289  3.180  -2.922
H  1.081  3.578  -1.476
O  1.730  0.863  0.821
H  1.874  1.681  1.297
H  2.564  0.397  0.888
O  -3.580  1.462  -2.192
H  -4.165  0.943  -2.743
H  -3.950  2.345  -2.214
O  2.041  -1.909  0.090
H  2.614  -2.063  0.841
H  2.567  -2.159  -0.669
O  2.420  0.981  4.227
H  1.761  1.403  4.779
H  2.052  0.119  4.030
O  -2.349  -4.199  -0.338
H  -2.985  -4.733  0.139
H  -1.782  -4.834  -0.775
O  -3.999  -1.622  -0.876
H  -4.367  -1.896  -1.716
H  -3.622  -2.421  -0.506
O  1.692  -1.593  3.531
H  2.371  -2.268  3.547
H  1.169  -1.760  4.315
O  4.259  -0.059  0.934
H  5.177  0.050  0.684
H  4.196  -0.970  1.221
O  -1.574  -1.340  4.096
H  -1.370  -0.747  4.819
H  -2.358  -1.808  4.384
O  3.453  -2.086  -2.193
H  3.693  -1.421  -2.837
H  4.289  -2.460  -1.912
O  -0.990  1.030  -1.638
H  -1.875  0.959  -1.996
H  -0.540  1.633  -2.230
O  -0.482  -1.637  -1.058
H  -1.052  -2.345  -0.757
H  -0.069  -1.982  -1.849
O  -0.651  1.895  0.873
H  -0.168  2.463  1.472
H  -1.311  2.466  0.480
O  -2.147  -0.148  0.491
H  -2.852  -0.507  -0.048
H  -2.597  0.300  1.207
O  1.320  3.250  1.766
H  1.331  3.656  2.632
H  1.586  3.951  1.169
O  1.503  0.032  -1.811
H  1.809  -0.769  -2.237
H  2.197  0.671  -1.975
O  0.594  -2.187  -3.639
H  1.050  -2.858  -4.149
H  -0.081  -1.854  -4.231
O  1.988  0.203  -4.642
H  1.428  0.921  -4.937
H  1.670  -0.562  -5.122
O  -3.332  1.246  2.392
H  -2.894  1.621  3.156
H  -4.266  1.365  2.569
O  -2.497  3.945  -0.358
H  -2.221  4.844  -0.179
H  -3.356  4.035  -0.770


# 2
Density functional theory data (wB97M-V/def2-TZVPD) for a molecular structure, CsH4NO6P2S4.

HOMO level: -9.26 eV
total energy: -76300.735 eV
energy relative to the best compared isomer or geometry (same formula, charge and spin): 0.0 kJ/mol
frontier orbital gap: 8.1 eV
maximum force: 17.29 eV Å⁻¹

CARTESIAN COORDINATES (ANGSTROEM)
O  -2.662  2.082  0.252
S  -1.879  1.141  -0.510
O  -2.422  0.419  -1.616
N  -0.424  1.712  -0.698
S  0.753  1.016  -1.513
O  0.312  0.001  -2.440
O  1.681  2.050  -1.877
P  2.047  -0.251  -0.223
O  1.339  -1.721  -0.142
O  1.899  0.199  1.323
S  3.818  -0.277  -0.882
P  -1.622  -0.385  1.089
S  -2.447  -2.048  0.512
H  1.615  -2.165  -0.955
H  1.184  0.836  1.457
H  -2.243  0.075  2.262
H  -0.350  -0.681  1.474
Cs  -0.600  -2.004  2.488


# 3
Density functional theory data (wB97M-V/def2-TZVPD) for a molecular structure, Cu3F.

HOMO level (alpha / beta): -36.38 / -30.47 eV
total energy: -136545.855 eV
energy relative to the best compared isomer or geometry (same formula, charge and spin): 0.0 kJ/mol
net charge: +5
frontier orbital gap (alpha / beta): 13.6 / 2.3 eV
maximum force: 1.72 eV Å⁻¹
multiplicity: 4

CARTESIAN COORDINATES (ANGSTROEM)
Cu  -0.699  -1.488  3.174
Cu  3.233  0.041  -1.702
Cu  -2.551  1.436  -1.567
F  0.018  0.012  0.095


# 4
Density functional theory data (wB97M-V/def2-TZVPD) for a molecular structure, F10N5Na2O20S10.

HOMO level: -2.45 eV
total energy: -192755.470 eV
energy relative to the best compared isomer or geometry (same formula, charge and spin): 758.9 kJ/mol
net charge: -3
frontier orbital gap: 6.5 eV
maximum force: 10.98 eV Å⁻¹

CARTESIAN COORDINATES (ANGSTROEM)
Na  -2.492  -0.527  -3.039
Na  -0.583  0.353  -1.009
N  4.319  1.152  0.153
S  3.290  0.374  -0.975
O  1.840  0.380  -0.697
O  3.780  -0.730  -1.808
F  3.388  1.526  -2.099
S  4.428  -0.115  1.012
O  5.453  -1.076  0.450
O  3.323  -0.606  1.835
F  5.342  0.558  2.117
N  0.149  1.834  3.558
S  1.470  2.782  3.092
O  1.475  4.123  3.729
O  1.987  2.542  1.769
F  2.446  1.885  4.049
S  -0.659  2.090  2.303
O  -0.397  1.173  1.223
O  -1.153  3.504  2.150
F  -1.961  1.358  2.968
N  0.315  -3.302  2.661
S  -1.422  -3.152  2.841
O  -2.389  -3.887  2.014
O  -1.956  -1.925  3.437
F  -1.432  -4.239  4.090
S  0.112  -3.173  1.144
O  -0.330  -1.861  0.636
O  -0.290  -4.391  0.440
F  1.626  -3.100  0.668
N  -3.087  0.408  -0.861
S  -3.975  -0.637  0.151
O  -5.303  -1.035  -0.354
O  -3.864  -0.498  1.578
F  -3.096  -1.978  -0.280
S  -4.022  1.582  -0.595
O  -3.945  2.194  0.763
O  -5.250  1.672  -1.382
F  -3.079  2.677  -1.369
N  0.022  0.277  -3.211
S  0.792  -0.879  -3.748
O  2.212  -0.863  -4.046
O  -0.060  -1.677  -4.587
F  0.805  -1.721  -2.364
S  0.604  1.334  -4.376
O  0.750  1.044  -5.815
O  1.546  2.330  -3.873
F  -0.728  2.220  -4.340


# 5
Density functional theory data (wB97M-V/def2-TZVPD) for a molecular structure, F24InNO3P4.

HOMO level: -6.60 eV
total energy: -115200.006 eV
energy relative to the best compared isomer or geometry (same formula, charge and spin): 159.1 kJ/mol
net charge: -2
frontier orbital gap: 4.4 eV
maximum force: 2.99 eV Å⁻¹

CARTESIAN COORDINATES (ANGSTROEM)
In  -13.624  -11.539  7.981
N  -16.254  -8.630  8.160
O  -15.574  -7.992  8.949
O  -15.863  -9.742  7.730
O  -17.317  -8.176  7.776
P  -11.301  -14.075  8.728
F  -10.174  -14.528  7.658
F  -11.094  -12.532  8.346
F  -12.375  -14.102  7.476
F  -12.569  -13.563  9.646
F  -11.683  -15.595  9.071
F  -10.340  -14.075  10.025
P  -11.043  -8.996  6.746
F  -11.456  -8.725  5.213
F  -11.296  -10.596  6.540
F  -9.502  -9.224  6.251
F  -10.517  -9.181  8.266
F  -10.862  -7.406  6.961
F  -12.615  -8.940  7.211
P  -13.920  -11.969  4.312
F  -12.813  -12.626  5.346
F  -15.072  -12.311  5.413
F  -13.633  -10.554  5.051
F  -14.939  -11.209  3.338
F  -12.671  -11.680  3.305
F  -14.180  -13.405  3.578
P  -16.160  -14.363  8.279
F  -15.003  -14.376  7.131
F  -16.277  -12.762  7.845
F  -17.267  -14.778  7.136
F  -17.234  -14.193  9.475
F  -15.940  -15.935  8.537
F  -15.016  -14.030  9.376


# 6
Density functional theory data (wB97M-V/def2-TZVPD) for a molecular structure, F2H14NNaO11S2.

HOMO level: -8.88 eV
total energy: -55758.726 eV
energy relative to the best compared isomer or geometry (same formula, charge and spin): 505.3 kJ/mol
frontier orbital gap: 6.2 eV
maximum force: 7.65 eV Å⁻¹

CARTESIAN COORDINATES (ANGSTROEM)
Na  0.978  1.125  0.097
N  -2.058  -3.014  -0.390
S  -2.955  -3.671  -1.458
O  -4.386  -3.857  -1.101
O  -2.364  -4.646  -2.386
F  -2.967  -2.301  -2.294
S  -2.361  -4.288  0.660
O  -2.293  -5.669  0.191
O  -3.288  -3.924  1.747
F  -0.984  -4.288  1.487
O  3.453  4.126  1.843
H  3.641  4.840  1.234
H  2.533  4.249  2.079
O  3.958  2.942  -2.897
H  4.529  2.375  -2.378
H  4.531  3.646  -3.201
O  -2.891  0.563  1.766
H  -2.779  -0.201  1.200
H  -3.839  0.642  1.876
O  -1.515  3.245  -2.851
H  -1.282  4.173  -2.834
H  -2.453  3.236  -3.041
O  3.963  -1.573  2.502
H  3.580  -2.445  2.401
H  4.696  -1.702  3.105
O  1.882  -1.824  -2.820
H  2.417  -2.604  -2.674
H  1.045  -2.025  -2.402
O  -0.558  4.310  3.395
H  -1.141  3.551  3.367
H  -1.091  5.008  3.777


# 7
Density functional theory data (wB97M-V/def2-TZVPD) for a molecular structure, F2H2NP.

HOMO level: -11.25 eV
total energy: -16246.614 eV
energy relative to the best compared isomer or geometry (same formula, charge and spin): 175.2 kJ/mol
frontier orbital gap: 11.0 eV
maximum force: 5.99 eV Å⁻¹

CARTESIAN COORDINATES (ANGSTROEM)
N  0.285  0.196  -0.755
F  -0.048  -1.424  1.446
F  -1.312  0.795  1.071
P  0.356  0.580  0.833
H  1.185  0.312  -1.406
H  -0.466  -0.460  -1.189


# 8
Density functional theory data (wB97M-V/def2-TZVPD) for a molecular structure, F2H2S2Si.

HOMO level: -10.96 eV
total energy: -35017.725 eV
energy relative to the best compared isomer or geometry (same formula, charge and spin): 273.2 kJ/mol
frontier orbital gap: 9.7 eV
maximum force: 4.49 eV Å⁻¹

CARTESIAN COORDINATES (ANGSTROEM)
F  -0.977  -0.339  -1.992
F  -1.397  -0.123  0.652
Si  0.040  0.007  -0.046
S  0.675  2.053  0.467
S  1.132  -1.731  0.425
H  -0.464  2.406  1.326
H  0.992  -2.273  -0.832